Entry 1:
A 18-piece molecular cluster, C72H108O36 overall. Source: the Open Molecules 2025 dataset; level of theory: wB97M-V/def2-TZVPD.

The value obtained for the energy relative to the best compared isomer or geometry (same formula, charge and spin) is 0.081 eV. Its HOMO energy is -0.3559 Ha. As for the total energy: -5517.12726 hartree. Its orbital gap is 10.2 eV. For the molar mass, the calculation gives 1549.620 g/mol.

Geometry as ORCA input:
```
! wB97M-V def2-TZVPD RIJCOSX def2/J DEFGRID3
* xyz 0 1
O -5.102 0.696 -4.257
C -5.089 -0.469 -3.866
O -5.918 -1.373 -4.256
C -5.700 -2.686 -3.608
C -4.306 -2.516 -2.961
C -4.071 -1.029 -2.880
H -5.883 -3.534 -4.281
H -6.472 -2.767 -2.789
H -3.534 -2.966 -3.622
H -4.266 -3.077 -2.056
H -3.043 -0.810 -3.187
H -4.270 -0.598 -1.885
O -3.214 -0.882 6.853
C -2.637 0.151 6.602
O -3.071 1.056 5.685
C -2.098 2.081 5.502
C -1.283 2.140 6.777
C -1.333 0.617 7.225
H -2.589 3.034 5.236
H -1.492 1.843 4.680
H -1.559 2.810 7.593
H -0.241 2.536 6.611
H -1.277 0.390 8.315
H -0.575 -0.023 6.766
O -1.772 2.342 -2.056
C -2.146 2.607 -3.195
O -1.554 2.002 -4.330
C -2.206 2.565 -5.519
C -2.818 3.877 -5.067
C -3.259 3.495 -3.652
H -2.913 1.832 -5.900
H -1.455 2.708 -6.255
H -3.751 4.252 -5.654
H -2.188 4.701 -4.957
H -4.075 2.736 -3.766
H -3.595 4.256 -2.919
O 7.231 1.169 -3.296
C 6.752 0.160 -2.808
O 7.030 -1.035 -3.170
C 6.286 -2.036 -2.457
C 5.563 -1.332 -1.285
C 5.788 0.132 -1.606
H 7.017 -2.774 -2.123
H 5.566 -2.475 -3.143
H 6.031 -1.711 -0.361
H 4.486 -1.597 -1.237
H 6.302 0.642 -0.799
H 4.883 0.627 -1.920
O 2.875 -6.335 3.914
C 2.212 -5.541 3.301
O 0.880 -5.221 3.598
C 0.387 -4.354 2.426
C 1.499 -4.381 1.380
C 2.678 -4.492 2.287
H 0.383 -3.341 2.842
H -0.602 -4.775 2.133
H 1.464 -3.433 0.829
H 1.390 -5.248 0.770
H 2.978 -3.598 2.853
H 3.508 -4.846 1.743
O -2.250 -4.562 -0.581
C -2.037 -5.304 -1.447
O -1.321 -6.424 -1.217
C -1.262 -7.323 -2.254
C -2.376 -6.932 -3.248
C -2.649 -5.464 -2.908
H -1.379 -8.388 -1.896
H -0.336 -7.332 -2.792
H -3.246 -7.518 -3.009
H -2.079 -7.114 -4.256
H -3.675 -5.140 -2.932
H -2.037 -4.840 -3.494
O -2.134 4.947 2.986
C -1.541 4.868 1.960
O -2.202 4.934 0.770
C -1.279 4.773 -0.358
C -0.006 4.281 0.252
C -0.041 4.844 1.690
H -1.178 5.696 -0.839
H -1.776 4.069 -1.026
H 0.905 4.571 -0.263
H -0.050 3.182 0.264
H 0.240 5.980 1.569
H 0.613 4.360 2.429
O -1.742 -2.877 -5.059
C -0.612 -2.676 -4.710
O 0.125 -3.681 -4.168
C 1.487 -3.232 -3.798
C 1.597 -1.876 -4.483
C 0.211 -1.519 -4.922
H 2.178 -3.912 -4.283
H 1.448 -3.160 -2.737
H 2.270 -2.033 -5.299
H 1.991 -1.190 -3.754
H 0.102 -1.206 -5.951
H -0.266 -0.659 -4.474
O 6.256 -2.571 2.375
C 6.330 -3.751 2.146
O 5.731 -4.232 0.994
C 5.941 -5.712 0.922
C 7.042 -6.040 1.864
C 6.916 -4.944 2.938
H 6.113 -5.947 -0.128
H 4.996 -6.113 1.245
H 8.005 -6.035 1.322
H 6.795 -7.049 2.337
H 7.796 -4.566 3.487
H 6.107 -5.162 3.674
O -2.040 1.546 1.879
C -3.174 1.816 1.585
O -4.004 2.210 2.536
C -5.385 2.371 2.106
C -5.382 1.761 0.697
C -3.895 1.776 0.265
H -5.740 3.375 1.994
H -6.080 1.847 2.771
H -6.083 2.271 0.057
H -5.700 0.733 0.727
H -3.718 2.713 -0.347
H -3.644 0.866 -0.283
O 0.015 4.758 -3.474
C 0.862 3.901 -3.691
O 1.259 3.652 -4.972
C 2.234 2.622 -5.010
C 1.987 1.811 -3.650
C 1.525 2.906 -2.706
H 3.239 3.023 -5.011
H 2.118 1.908 -5.881
H 2.983 1.390 -3.303
H 1.229 1.007 -3.770
H 2.393 3.385 -2.264
H 0.845 2.691 -1.920
O -0.094 -0.750 4.049
C 1.026 -0.368 3.752
O 1.959 -1.102 3.072
C 3.317 -0.422 3.130
C 3.147 0.604 4.266
C 1.660 0.987 4.052
H 3.551 0.073 2.180
H 4.024 -1.227 3.397
H 3.809 1.431 4.079
H 3.341 0.106 5.245
H 1.481 1.580 3.134
H 1.172 1.306 4.987
O -4.849 -1.611 0.221
C -4.254 -1.850 1.247
O -4.348 -1.022 2.307
C -3.397 -1.310 3.294
C -2.944 -2.732 3.074
C -3.320 -3.034 1.623
H -3.833 -1.145 4.294
H -2.556 -0.583 3.130
H -3.365 -3.406 3.865
H -1.882 -2.791 3.276
H -3.908 -3.891 1.426
H -2.425 -3.226 0.955
O 2.777 5.785 -2.926
C 2.045 6.602 -2.415
O 1.797 6.663 -1.091
C 0.894 7.834 -0.791
C 0.203 8.208 -2.120
C 1.173 7.661 -3.171
H 1.522 8.629 -0.443
H 0.163 7.485 -0.045
H 0.050 9.239 -2.151
H -0.746 7.720 -2.170
H 1.866 8.395 -3.598
H 0.641 7.086 -3.916
O -2.969 7.716 -1.086
C -3.672 7.448 -0.145
O -3.349 7.807 1.094
C -4.291 7.321 2.105
C -5.181 6.377 1.337
C -5.009 6.757 -0.120
H -4.963 8.097 2.457
H -3.755 6.868 2.897
H -6.166 6.520 1.737
H -4.838 5.326 1.455
H -5.814 7.457 -0.331
H -5.081 5.935 -0.765
O 3.137 2.402 1.576
C 3.612 3.227 0.893
O 4.153 2.911 -0.319
C 4.935 3.991 -0.850
C 4.481 5.275 -0.109
C 3.869 4.719 1.199
H 4.745 4.029 -1.941
H 5.994 3.715 -0.867
H 3.685 5.723 -0.639
H 5.271 6.020 0.094
H 2.940 5.227 1.469
H 4.499 4.759 2.133
O 2.315 -0.941 -1.394
C 1.151 -0.930 -1.105
O 0.185 -1.521 -1.781
C -1.112 -1.254 -1.180
C -0.856 -0.762 0.230
C 0.469 -0.128 0.034
H -1.650 -2.190 -1.168
H -1.592 -0.502 -1.782
H -0.944 -1.467 1.073
H -1.642 -0.100 0.394
H 1.084 -0.021 0.883
H 0.365 0.906 -0.345
O 1.504 -7.436 1.177
C 1.073 -8.120 2.067
O 1.558 -9.358 2.259
C 0.934 -9.986 3.449
C -0.180 -9.074 3.899
C -0.210 -7.897 2.870
H 1.754 -10.166 4.222
H 0.688 -11.017 3.167
H 0.046 -8.601 4.901
H -1.109 -9.673 4.022
H -0.161 -6.953 3.362
H -1.000 -7.918 2.182
*
```



Entry 2:
A 12-piece molecular cluster, C72H160B4F16N8 overall. Source: the Open Molecules 2025 dataset; level of theory: wB97M-V/def2-TZVPD.

The expectation value of S² is 0.75. Its HOMO energy (spin up / spin down) is -0.6751 / -0.6751 Ha. As for the total energy: -4973.70331 hartree. Its orbital gap (spin up / spin down) is 9.8 / 1.3 eV. For the molar mass, the calculation gives 1485.344 g/mol.

Geometry as ORCA input:
```
! wB97M-V def2-TZVPD RIJCOSX def2/J DEFGRID3
* xyz 5 2
C -5.367 -3.751 1.460
C -4.039 -3.243 1.963
C -4.087 -3.544 3.466
N -3.166 -2.670 4.269
C -2.975 -3.235 5.740
C -4.282 -3.015 6.597
C -4.760 -1.550 6.506
C -4.923 -0.897 5.034
C -3.565 -1.165 4.281
C -1.715 -2.719 3.750
H -5.529 -4.816 1.625
H -5.498 -3.635 0.384
H -6.165 -3.171 1.923
H -3.966 -2.175 1.758
H -3.214 -3.776 1.491
H -3.776 -4.582 3.581
H -5.039 -3.302 3.938
H -2.617 -4.254 5.592
H -2.162 -2.610 6.109
H -5.126 -3.651 6.331
H -4.176 -3.309 7.642
H -5.705 -1.438 7.038
H -4.205 -1.006 7.271
H -5.819 -1.310 4.570
H -5.051 0.184 5.098
H -3.584 -0.738 3.279
H -2.811 -0.676 4.897
H -1.036 -2.192 4.421
H -1.703 -2.312 2.739
H -1.427 -3.758 3.587
C 3.893 -5.933 -1.292
C 4.606 -5.475 -0.039
C 4.167 -4.094 0.303
N 4.852 -3.582 1.570
C 4.602 -2.051 1.660
C 3.171 -1.745 1.986
C 2.641 -2.537 3.210
C 3.004 -4.017 3.152
C 4.452 -4.298 2.868
C 6.373 -3.637 1.602
H 4.489 -5.858 -2.202
H 2.900 -5.547 -1.523
H 3.808 -7.005 -1.118
H 5.691 -5.572 -0.068
H 4.170 -6.010 0.805
H 3.091 -4.035 0.467
H 4.516 -3.357 -0.419
H 5.033 -1.541 0.799
H 5.230 -1.725 2.489
H 2.569 -2.064 1.135
H 2.959 -0.710 2.254
H 1.556 -2.464 3.285
H 3.047 -2.116 4.129
H 2.363 -4.535 2.438
H 2.845 -4.424 4.151
H 4.769 -5.340 2.843
H 5.006 -3.767 3.642
H 6.576 -4.687 1.812
H 6.789 -3.048 2.419
H 6.880 -3.383 0.671
C -10.786 7.567 1.163
C -10.351 6.421 0.150
C -8.922 6.450 -0.308
N -8.350 5.239 -1.079
C -9.240 5.101 -2.380
C -8.695 4.034 -3.335
C -7.259 4.385 -3.748
C -6.354 4.415 -2.455
C -6.805 5.468 -1.440
C -8.452 3.951 -0.167
H -10.280 7.328 2.098
H -11.835 7.587 1.456
H -10.608 8.601 0.866
H -10.987 6.438 -0.735
H -10.630 5.511 0.682
H -8.220 6.461 0.526
H -8.581 7.271 -0.939
H -9.287 6.086 -2.844
H -10.288 4.990 -2.102
H -9.354 3.802 -4.171
H -8.769 3.076 -2.820
H -7.199 5.341 -4.267
H -6.866 3.675 -4.475
H -5.307 4.631 -2.664
H -6.326 3.503 -1.859
H -6.584 6.483 -1.772
H -6.279 5.484 -0.486
H -7.972 3.063 -0.578
H -9.500 3.719 0.023
H -8.035 4.184 0.812
C 5.618 -3.438 -3.688
C 6.926 -3.920 -3.072
C 8.210 -3.876 -3.864
N 8.734 -2.430 -4.357
C 7.593 -1.682 -5.144
C 8.124 -0.616 -6.086
C 9.286 -1.062 -6.969
C 10.395 -1.598 -6.074
C 9.994 -2.776 -5.183
C 9.194 -1.479 -3.196
H 5.493 -3.786 -4.713
H 5.465 -2.359 -3.696
H 4.810 -3.683 -2.999
H 6.848 -4.982 -2.839
H 6.931 -3.527 -2.055
H 8.076 -4.491 -4.753
H 9.070 -4.235 -3.298
H 7.171 -2.438 -5.807
H 6.952 -1.276 -4.362
H 7.325 -0.257 -6.736
H 8.469 0.262 -5.539
H 8.979 -1.842 -7.665
H 9.666 -0.226 -7.555
H 11.167 -1.856 -6.799
H 10.797 -0.821 -5.424
H 9.635 -3.531 -5.883
H 10.903 -3.046 -4.647
H 9.521 -0.502 -3.550
H 9.824 -2.092 -2.552
H 8.305 -1.483 -2.564
C 2.014 3.105 0.837
C 2.952 2.370 1.820
C 4.428 2.917 1.633
N 5.486 2.573 2.729
C 6.874 3.036 2.164
C 7.974 2.491 3.116
C 7.935 1.028 3.362
C 6.589 0.530 3.831
C 5.440 1.031 2.986
C 5.163 3.278 4.026
H 2.178 4.179 0.752
H 0.992 3.057 1.215
H 2.165 2.620 -0.127
H 2.769 1.296 1.768
H 2.645 2.520 2.855
H 4.378 4.005 1.689
H 4.807 2.587 0.666
H 7.061 2.655 1.160
H 6.896 4.115 2.015
H 8.900 2.738 2.598
H 7.838 3.046 4.044
H 8.167 0.575 2.398
H 8.737 0.772 4.055
H 6.703 -0.554 3.849
H 6.450 0.879 4.854
H 5.487 0.622 1.976
H 4.479 0.799 3.445
H 5.874 2.856 4.736
H 4.121 3.045 4.247
H 5.294 4.351 3.884
C -2.174 0.026 -8.481
C -2.286 -1.078 -7.438
C -1.085 -2.041 -7.449
N -1.129 -3.265 -6.455
C 0.029 -4.241 -6.761
C 0.234 -5.245 -5.562
C 0.490 -4.591 -4.239
C -0.838 -3.843 -3.946
C -1.193 -2.737 -5.022
C -2.411 -4.100 -6.682
H -2.373 -0.381 -9.472
H -1.119 0.289 -8.403
H -2.709 0.964 -8.334
H -3.156 -1.703 -7.640
H -2.421 -0.657 -6.442
H -0.133 -1.559 -7.226
H -0.832 -2.436 -8.433
H 0.967 -3.731 -6.979
H -0.148 -4.766 -7.699
H 1.027 -5.924 -5.873
H -0.559 -5.993 -5.526
H 1.287 -3.849 -4.290
H 0.811 -5.296 -3.471
H -0.760 -3.489 -2.918
H -1.700 -4.511 -3.956
H -0.545 -1.864 -5.099
H -2.185 -2.326 -4.835
H -2.339 -4.528 -7.682
H -3.326 -3.516 -6.577
H -2.426 -4.916 -5.959
C 2.719 -1.151 -2.414
C 1.219 -0.710 -2.267
C 0.528 -0.995 -0.892
N -0.894 -0.354 -0.626
C -0.753 1.211 -0.283
C -2.162 1.841 -0.354
C -2.865 1.595 -1.753
C -3.196 0.109 -1.890
C -1.854 -0.715 -1.800
C -1.400 -1.030 0.619
H 3.357 -1.055 -1.535
H 3.185 -0.551 -3.195
H 2.742 -2.216 -2.645
H 0.662 -1.274 -3.015
H 1.174 0.355 -2.497
H 1.137 -0.701 -0.037
H 0.378 -2.064 -0.743
H -0.041 1.707 -0.942
H -0.338 1.220 0.725
H -1.966 2.897 -0.168
H -2.752 1.570 0.522
H -2.166 1.780 -2.569
H -3.674 2.292 -1.974
H -3.637 0.031 -2.883
H -3.907 -0.167 -1.111
H -1.313 -0.492 -2.720
H -1.947 -1.795 -1.911
H -0.705 -0.850 1.439
H -1.638 -2.072 0.404
H -2.336 -0.530 0.868
C -5.110 6.702 6.825
C -4.465 5.378 6.373
C -4.307 5.396 4.859
N -4.018 3.954 4.225
C -2.697 3.367 4.713
C -1.460 4.178 4.153
C -1.454 4.240 2.595
C -2.824 4.790 2.123
C -4.024 4.017 2.716
C -5.271 3.063 4.645
H -5.181 6.637 7.910
H -6.111 6.961 6.480
H -4.491 7.578 6.627
H -5.150 4.603 6.717
H -3.568 5.120 6.937
H -3.521 6.073 4.524
H -5.239 5.757 4.422
H -2.837 3.393 5.794
H -2.638 2.336 4.364
H -1.319 5.195 4.519
H -0.576 3.621 4.460
H -0.643 4.911 2.309
H -1.200 3.288 2.131
H -2.800 5.817 2.486
H -2.901 4.872 1.038
H -4.947 4.499 2.392
H -3.960 2.990 2.355
H -5.398 2.158 4.050
H -6.130 3.734 4.640
H -5.018 2.790 5.669
B -5.844 1.299 1.243
F -5.298 0.489 2.207
F -6.458 2.375 1.893
F -4.919 1.879 0.425
F -6.739 0.666 0.414
B 0.656 0.760 4.110
F -0.709 0.697 4.239
F 1.332 -0.218 4.847
F 0.834 0.581 2.700
F 1.051 2.014 4.531
B 6.205 0.190 -1.382
F 5.762 -1.103 -1.333
F 6.664 0.489 -2.687
F 5.127 1.028 -1.067
F 7.184 0.356 -0.423
B -0.182 -4.451 0.340
F -1.504 -4.277 -0.049
F 0.583 -4.447 -0.804
F 0.240 -3.536 1.261
F 0.011 -5.651 0.946
*
```



> The highest molar mass belongs to which entry?

C72H108O36



> Among the records above, which one has the lowest molar mass?

C72H160B4F16N8